(1)
The following is a DFT calculation (wB97M-V/def2-TZVPD) of C12H24Br4O2 as an isolated structure in a non-equilibrium geometry.

Structure (ORCA input):
```
! wB97M-V def2-TZVPD RIJCOSX def2/J DEFGRID3
* xyz 0 1
C -24.44409 -1.72795 -4.59849
C -24.42471 -3.22311 -4.24757
C -25.75874 -3.40231 -3.50763
O -25.85607 -2.20491 -2.79094
C -25.41948 -1.14280 -3.59909
H -24.75842 -1.52775 -5.62280
H -23.45851 -1.27755 -4.48082
H -23.61847 -3.49169 -3.56498
H -24.37778 -3.77077 -5.18884
H -25.66216 -4.26680 -2.85078
H -26.59770 -3.57672 -4.18130
H -25.01488 -0.37644 -2.93795
H -26.26295 -0.61782 -4.04749
C -22.99884 -5.75107 -5.68163
C -22.71864 -4.34219 -6.21553
C -22.18503 -3.56490 -4.98221
O -21.96040 -4.63081 -4.04482
C -21.90180 -5.91060 -4.66449
H -22.81670 -6.47875 -6.47245
H -24.01288 -5.74463 -5.28191
H -23.62149 -3.88366 -6.61889
H -21.90238 -4.34013 -6.93790
H -22.91323 -2.82584 -4.64809
H -21.21367 -3.11377 -5.18480
H -22.13169 -6.67855 -3.92591
H -20.96229 -6.21041 -5.12874
Br -23.84920 -7.94033 -3.24209
C -23.71957 -5.97300 -3.11135
C -24.27039 -5.59375 -1.74227
Br -24.02507 -3.58437 -1.51100
H -24.23311 -5.45791 -3.92317
H -22.68952 -5.64485 -3.25071
H -23.80919 -6.12234 -0.90801
H -25.32063 -5.86968 -1.64767
Br -21.09654 -3.96399 -0.97964
C -22.01763 -3.18870 -2.56171
C -21.21888 -2.00210 -3.05937
Br -21.81835 -1.21639 -4.77215
H -23.00898 -2.80968 -2.31334
H -22.12956 -3.92562 -3.35701
H -20.16746 -2.24412 -3.21439
H -21.16509 -1.22327 -2.29869
*
```

Computed properties:
ΔE to the lowest compared entry with this formula, charge and spin, kcal per mole: 424.3
Kohn-Sham gap, eV: 7.9404
HOMO level, eV: -7.52


(2)
The following is a DFT calculation (wB97M-V/def2-TZVPD) of one molecule with the formula C4H6OS in a non-equilibrium geometry.

Structure (ORCA input):
```
! wB97M-V def2-TZVPD RIJCOSX def2/J DEFGRID3
* xyz 0 1
C -2.21826 0.40245 -1.37986
C -0.89166 -0.20936 -1.83278
C 0.10042 -0.12967 -0.94916
C 1.34701 -0.17286 1.61390
H -2.47571 1.14046 -2.01139
H -1.71411 0.71882 -0.21278
H -3.28429 -0.09495 -1.23371
H -0.59247 -0.37116 -2.93597
H 1.21495 -0.41733 -1.02244
H 1.24881 0.35861 2.62552
O 2.28205 -0.76526 1.08396
S -0.16742 0.34027 0.71290
*
```

Computed properties:
Structure (SMILES): C/C=C\SC=O
ΔE to the lowest compared entry with this formula, charge and spin, kcal per mole: 75.9
Kohn-Sham gap, eV: 9.3275
HOMO level, eV: -8.90


(3)
The following is a DFT calculation (wB97M-V/def2-TZVPD) of a 8-piece molecular cluster, C6H28NO8 overall in a non-equilibrium geometry.

Structure (ORCA input):
```
! wB97M-V def2-TZVPD RIJCOSX def2/J DEFGRID3
* xyz 1 1
C 0.59169 1.20579 0.48883
O -0.71278 1.72356 0.69237
C 0.94202 0.05133 1.41644
C 1.84789 -1.19475 0.87462
C 2.38345 -2.09913 1.92937
C 1.77608 -3.10987 2.50424
C 3.78980 -1.68079 2.31617
N -0.33605 -0.51652 1.92216
H 0.60571 0.97865 -0.61563
H 1.18180 2.10255 0.73627
H -1.39189 1.24476 0.22973
H 1.53265 0.28587 2.35123
H 2.69422 -0.60295 0.38280
H 1.29874 -1.79186 0.05913
H 0.93053 -3.65040 2.27455
H 2.19617 -3.68242 3.26746
H 4.52973 -2.31860 1.84781
H 3.70694 -1.96037 3.37959
H 3.83553 -0.65167 2.14298
H -0.12329 -1.33554 2.62543
H -0.88357 0.20975 2.49508
H -0.89740 -0.84904 1.03618
H -2.98358 -0.74567 -0.34930
H -3.27855 0.03765 1.07259
O -2.71609 -0.62741 0.70431
H 2.63271 4.11689 -1.87344
H 1.48292 3.75200 -2.83512
O 2.02579 3.41834 -2.11358
H -0.29010 -1.67909 -1.26408
H -0.50758 -0.28921 -2.17782
O -0.72606 -0.71674 -1.38242
H -4.58106 -0.10423 -1.62509
H -3.41840 0.14454 -2.54642
O -3.66290 -0.34004 -1.81519
H -1.92563 2.75736 -1.92136
H -2.58754 3.33971 -3.15839
O -2.53799 2.50105 -2.69323
H 2.36225 -1.86203 -2.97411
H 3.37435 -0.98604 -2.03941
O 2.57211 -1.59997 -2.05048
H -4.76595 1.91589 -1.86242
H -4.92709 2.70690 -0.48493
O -5.03963 1.90174 -0.96691
*
```

Computed properties:
ΔE to the lowest compared entry with this formula, charge and spin, kcal per mole: 50.2
Kohn-Sham gap, eV: 10.0755
HOMO level, eV: -12.60


(4)
The following is a DFT calculation (wB97M-V/def2-TZVPD) of a 10-piece molecular cluster, C52H108O8 overall in a non-equilibrium geometry.

Structure (ORCA input):
```
! wB97M-V def2-TZVPD RIJCOSX def2/J DEFGRID3
* xyz 0 1
C -19.77508 12.17016 10.22602
C -19.72114 10.73024 10.56425
C -19.42094 10.38400 12.05003
C -19.68266 8.88842 12.37963
C -19.47606 8.45476 13.80584
C -18.01145 8.30047 14.16659
H -20.10678 12.14841 9.20900
H -18.81273 12.69616 10.30531
H -20.49528 12.64752 10.78158
H -20.74308 10.25056 10.41572
H -18.96424 10.29719 9.94006
H -19.89131 11.05742 12.76457
H -18.32942 10.55900 12.16435
H -20.75917 8.80519 12.23620
H -19.10605 8.24222 11.76049
H -19.95293 9.24148 14.41113
H -20.06720 7.51871 13.90439
H -17.78813 7.97389 15.19363
H -17.59132 7.47425 13.58987
H -17.51983 9.25149 14.01012
C -24.99375 4.24434 10.50419
C -24.31843 3.60460 9.32420
C -25.09525 2.47393 8.64882
C -24.48446 2.29318 7.28112
C -24.83607 0.99782 6.48817
C -24.49040 1.28193 4.96556
H -24.25669 4.77544 11.17292
H -25.55030 3.54364 11.13413
H -25.75569 4.93868 10.13454
H -24.13659 4.38424 8.55325
H -23.31663 3.31503 9.63248
H -26.11835 2.77831 8.53316
H -25.00272 1.60178 9.29759
H -24.69345 3.18328 6.60633
H -23.37126 2.32470 7.40694
H -24.35468 0.09209 6.83114
H -25.89948 0.90824 6.55265
H -24.81633 2.25305 4.69335
H -23.37519 1.26491 4.82982
H -24.68582 0.45319 4.29771
C -21.31733 2.50924 15.24438
C -21.32215 1.83483 13.94327
C -21.69110 2.79073 12.78436
C -20.65480 3.82273 12.52821
C -20.75275 4.63109 11.20709
C -19.80805 5.77419 11.25008
H -21.40491 1.79851 16.09389
H -22.14931 3.23186 15.23347
H -20.49024 3.16618 15.34987
H -20.36874 1.36102 13.77982
H -22.02582 0.98092 13.97396
H -22.63618 3.30260 12.94091
H -21.86843 2.11396 11.85921
H -20.54370 4.49103 13.40052
H -19.74250 3.24146 12.54299
H -20.74001 3.94099 10.30792
H -21.75046 5.07737 11.21276
H -18.84859 5.30654 11.41262
H -19.79740 6.30808 10.31910
H -20.03225 6.30680 12.18334
C -22.92135 6.78194 12.95840
C -24.16832 7.25263 13.64552
C -23.89326 7.51940 15.15817
C -24.97785 8.22181 15.92982
C -24.56903 8.43572 17.41820
C -23.30550 9.23979 17.58754
H -22.16276 7.50862 13.04341
H -23.12377 6.56909 11.89004
H -22.59664 5.84407 13.36652
H -24.63747 8.12456 13.20456
H -24.91659 6.51003 13.56036
H -22.94024 8.11109 15.33115
H -23.55377 6.62721 15.71361
H -25.20773 9.21238 15.51039
H -25.92701 7.69572 15.91130
H -25.42653 8.87879 17.96236
H -24.43381 7.48584 17.96010
H -22.48640 8.74643 17.07399
H -23.47092 10.25441 17.23462
H -23.11119 9.30676 18.63026
C -16.83800 5.95059 8.87102
C -17.58672 6.42578 7.61233
C -17.56692 7.94030 7.44163
C -18.19777 8.37623 6.13889
C -17.89821 9.81209 5.75649
C -18.68126 10.25982 4.58052
H -15.80590 6.29276 8.83221
H -16.91450 4.81936 8.96030
H -17.34432 6.34286 9.75307
H -17.11428 6.01827 6.72775
H -18.59780 6.04158 7.65942
H -16.54221 8.35793 7.43755
H -17.99601 8.38645 8.28344
H -17.82756 7.72391 5.32280
H -19.23775 8.11265 6.13290
H -18.09881 10.54324 6.57043
H -16.77952 9.83924 5.57578
H -19.67273 10.43922 4.92336
H -18.28182 11.21709 4.19516
H -18.63645 9.51683 3.81915
C -23.69349 12.45286 14.75018
C -23.60201 11.27260 13.72991
C -24.92576 11.00972 13.02890
C -25.48266 12.21480 12.22175
C -26.62832 11.73264 11.30659
C -27.41300 12.86252 10.59584
H -24.49521 12.14564 15.43341
H -23.88560 13.43618 14.27475
H -22.74078 12.48429 15.29863
H -22.79571 11.43843 12.96903
H -23.33376 10.33388 14.26274
H -25.66804 10.69462 13.84043
H -24.76588 10.11047 12.38236
H -25.88119 13.01293 12.82050
H -24.59149 12.51911 11.70459
H -26.17801 11.07700 10.57571
H -27.27351 11.14657 11.99948
H -28.03923 12.52822 9.80815
H -28.08364 13.30581 11.35703
H -26.75551 13.67976 10.26659
O -22.34277 12.40015 7.11297
C -23.42627 12.77899 6.77147
O -23.61090 13.58611 5.67920
C -25.05494 13.90362 5.57351
C -25.75957 13.45170 6.83995
C -24.76167 12.43279 7.38230
H -25.39026 13.45218 4.58802
H -25.01002 14.95602 5.41585
H -26.79894 13.03178 6.77028
H -25.82321 14.34856 7.45504
H -25.00146 11.41313 6.99177
H -24.64053 12.35108 8.45504
O -24.76750 6.50230 7.07901
C -24.50626 7.24809 8.01724
O -25.39118 7.41449 9.06136
C -24.90498 8.42924 9.91151
C -23.81411 9.15076 9.11569
C -23.24326 8.01709 8.23739
H -24.45847 7.94662 10.78258
H -25.72523 9.07533 10.15629
H -23.06081 9.69278 9.75375
H -24.26624 9.83376 8.41322
H -22.56911 7.25874 8.63322
H -22.89825 8.34628 7.22879
O -26.25856 9.68658 7.18412
C -27.15870 8.87614 7.29854
O -27.79454 8.79114 8.45509
C -28.75455 7.70286 8.43685
C -28.45065 6.84541 7.19199
C -27.69493 7.86648 6.28218
H -29.75770 8.10106 8.33663
H -28.48772 7.20571 9.38187
H -29.45992 6.58262 6.81317
H -27.87656 5.95379 7.25749
H -28.40704 8.46288 5.76077
H -26.84893 7.42752 5.79407
O -20.14524 4.04170 7.83179
C -20.76558 4.31647 6.84560
O -22.01099 4.86933 6.90019
C -22.54166 5.19321 5.58535
C -21.45450 5.00657 4.58148
C -20.44980 4.06648 5.28570
H -23.01406 6.13672 5.52870
H -23.40131 4.58639 5.39774
H -20.81555 5.90295 4.32947
H -21.92497 4.47397 3.73230
H -19.40724 4.35644 5.06370
H -20.64891 3.03097 5.13480
*
```

Computed properties:
Structure (SMILES): O=C1CCCO1.O=C1CCCO1.O=C1CCCO1.O=C1CCCO1.CCCCCC.CCCCCC.CCCCCC.CCCCCC.CCCCCC.CCCCCC
ΔE to the lowest compared entry with this formula, charge and spin, kcal per mole: 1.5
Kohn-Sham gap, eV: 10.5732
HOMO level, eV: -10.06